i) The molecule C4H13N3. Source: the OMol25 dataset; level of theory: ωB97M-V/def2-TZVPD.

XYZ file:
```
20
C4H13N3, DFT ωB97M-V/def2-TZVPD
N 2.303 0.046 0.783
C 1.431 0.923 1.578
C 0.136 1.387 0.872
N -0.855 0.273 0.776
C -1.377 0.046 -0.583
C -0.450 -0.977 -1.307
N -1.140 -2.042 -2.106
H 1.803 -0.687 0.307
H 2.919 0.573 0.185
H 2.042 1.768 1.870
H 1.172 0.337 2.462
H -0.310 2.093 1.584
H 0.428 1.969 -0.006
H -1.625 0.535 1.372
H -1.429 0.987 -1.146
H -2.368 -0.416 -0.554
H 0.133 -1.481 -0.536
H 0.278 -0.485 -1.949
H -2.141 -1.934 -1.979
H -0.950 -2.915 -1.624
```

Properties
LUMO energy = 0.04014 Ha
Kohn-Sham gap = 0.3586 hartree
Structure (SMILES) = NCCNCCN

---

ii) The molecule C4H13N3. Source: the OMol25 dataset; level of theory: ωB97M-V/def2-TZVPD.

XYZ file:
```
20
C4H13N3, DFT ωB97M-V/def2-TZVPD
N 2.100 -1.894 0.714
C 0.942 -2.400 -0.035
C 0.009 -1.259 -0.474
N -0.198 -0.307 0.593
C -1.162 0.762 0.208
C -0.456 1.978 -0.367
N -1.401 3.038 -0.636
H 2.955 -1.881 0.173
H 2.303 -2.438 1.542
H 0.393 -3.074 0.623
H 1.266 -2.924 -0.935
H 0.382 -0.809 -1.402
H -0.946 -1.735 -0.684
H 0.705 0.134 0.745
H -1.799 1.011 1.057
H -1.762 0.331 -0.595
H 0.026 1.654 -1.293
H 0.379 2.295 0.277
H -2.037 3.171 0.135
H -1.024 3.917 -0.949
```

Properties
LUMO energy = 0.04276 Ha
Kohn-Sham gap = 0.3607 hartree
Structure (SMILES) = NCCNCCN

---

Relative energies, hartree: i) 0.0144; ii) 0.0000.